1.
Here is C18H15BaCl4N2O3S as an isolated structure in a non-equilibrium geometry from the Open Molecules 2025 dataset. Energies are from ωB97M-V with the def2-TZVPD basis set.

**Molecular weight**: 618.54 g/mol
**HOMO energy**: -3.90 eV
**Gap between HOMO and LUMO**: 0.22473 Eh

ORCA input file:
```
! wB97M-V def2-TZVPD RIJCOSX def2/J DEFGRID3
* xyz -1 1
Ba -1.731 -1.446 0.130
C 4.579 -1.159 -1.809
C 4.171 -0.892 -0.367
N 3.274 0.248 -0.243
C 3.928 1.550 -0.135
C 4.131 1.977 1.312
C 1.927 0.124 -0.288
S 1.247 -1.419 -0.551
N 1.306 1.314 -0.059
C 0.011 1.467 0.115
O -0.878 0.570 0.210
C -0.441 2.897 0.223
C -1.785 3.199 0.032
C -2.228 4.512 0.108
C -1.332 5.532 0.393
C 0.010 5.234 0.598
C 0.455 3.924 0.506
H 5.308 -1.970 -1.855
H 5.028 -0.275 -2.266
H 3.703 -1.445 -2.390
H 5.049 -0.677 0.249
H 3.673 -1.766 0.045
H 3.330 2.289 -0.660
H 4.890 1.465 -0.645
H 3.168 2.008 1.823
H 4.582 2.970 1.360
H 4.782 1.283 1.846
H -2.477 2.394 -0.173
H -3.275 4.738 -0.052
H -1.676 6.556 0.457
H 0.712 6.026 0.829
H 1.498 3.677 0.650
Cl -5.179 -7.612 0.120
C -4.840 -5.909 0.083
C -5.871 -4.992 0.080
Cl -7.524 -5.523 0.117
C -5.573 -3.623 0.046
Cl -6.855 -2.447 0.039
C -4.266 -3.134 0.010
O -3.994 -1.853 -0.034
C -3.181 -4.098 0.024
O -1.939 -3.669 0.004
C -3.514 -5.453 0.055
Cl -2.201 -6.592 0.062
*
```

Atomic partial charges in e from the Mulliken method, atoms 1 to 6: 2.048 -0.987 -0.937 0.138 -0.654 -1.204

---

2.
Here is a 2-piece molecular cluster, C2H5F3OP overall in a non-equilibrium geometry from the Open Molecules 2025 dataset. Energies are from ωB97M-V with the def2-TZVPD basis set.

**Molecular weight**: 133.03 g/mol
**HOMO energy**: -16.24 eV
**Gap between HOMO and LUMO**: 0.36799 Eh
**ΔE to the lowest compared entry with this formula, charge and spin**: 0.650 eV

ORCA input file:
```
! wB97M-V def2-TZVPD RIJCOSX def2/J DEFGRID3
* xyz 1 1
C 1.486 0.587 1.167
C 0.704 -0.113 -0.976
O 1.106 0.795 -0.173
F -2.126 0.311 -1.561
F -1.426 -0.414 0.523
F -2.560 -1.761 -0.793
P -2.838 -0.291 -0.264
H 0.632 1.160 1.677
H 2.554 1.080 1.285
H 1.602 -0.416 1.490
H 0.571 -1.116 -0.410
H 0.296 0.176 -1.965
*
```

Atomic partial charges in e from the Mulliken method, atoms 1 to 6: -0.539 0.065 -0.129 -0.219 -0.158 -0.209